Here is C4H10O2 as an isolated structure from the OMol25 dataset. Energies are from wB97M-V/def2-TZVPD.

Summary:
E_tot in eV: -8401.0113
Net charge: 0

The geometry in XYZ format:
```
16
Properties=species:S:1:pos:R:3:mulliken_charge:R:1
H 0.16 0.88 1.07 0.238
H -1.46 -0.85 0.29 0.311
O 1.61 0.29 -0.29 -0.540
H 1.31 -2.04 0.88 0.302
H 0.16 -1.51 2.11 0.310
H -1.57 1.66 -0.39 0.104
C -0.39 -0.97 0.08 -0.464
H -0.72 0.87 -1.88 0.410
C 0.25 -1.91 1.10 -1.235
H -0.30 -1.39 -0.93 0.365
H 1.89 1.20 -0.49 0.339
H -0.23 -2.89 1.08 0.363
H -0.98 2.39 -0.59 0.116
C 0.26 0.40 0.07 0.149
O 0.34 2.51 -1.12 -0.755
C -0.31 1.36 -0.98 -0.012
```

***

Here is one molecule with the formula C4H10O2 in a non-equilibrium geometry from the OMol25 dataset. Energies are from wB97M-V/def2-TZVPD.

Summary:
SMILES: COCCOC
E_tot in eV: -8402.0753
Net charge: 0

The geometry in XYZ format:
```
16
Properties=species:S:1:pos:R:3:mulliken_charge:R:1
H 3.25 -0.22 0.94 0.288
H -3.32 -0.61 -1.46 0.316
C -2.87 -0.01 -0.67 -0.665
H -3.30 0.88 -0.23 0.302
C -0.62 0.50 0.00 -0.405
C 2.99 -0.15 -0.12 -0.691
C 0.69 -0.24 0.27 -0.437
H 2.99 -1.17 -0.54 0.293
H 0.87 -0.36 1.35 0.295
H 3.74 0.44 -0.64 0.243
O 1.75 0.48 -0.31 -0.305
H -0.42 1.30 -0.73 0.315
O -1.55 -0.42 -0.52 -0.310
H -3.63 -0.24 0.30 0.158
H -1.03 0.95 0.91 0.274
H 0.62 -1.25 -0.16 0.327
```

***

Here is one molecule with the formula C4H10O2 from the OMol25 dataset. Energies are from wB97M-V/def2-TZVPD.

Summary:
SMILES: CO[C@@H](C)CO
E_tot in eV: -8404.2173
Net charge: 0

The geometry in XYZ format:
```
16
Properties=species:S:1:pos:R:3:mulliken_charge:R:1
H 0.62 -2.49 0.43 0.364
C 0.02 -0.47 -0.17 0.561
H 2.04 1.89 0.76 0.264
O 0.85 0.26 0.70 -0.448
H -0.99 -2.37 -0.30 0.372
H -1.47 0.18 -1.42 0.307
H -0.72 -1.78 1.35 0.370
H -2.13 -0.18 0.22 0.355
O -1.29 1.67 -0.05 -0.528
H 2.45 0.74 -0.54 0.303
H 0.55 -0.59 -1.14 0.325
H -1.00 1.71 0.88 0.325
C -0.27 -1.86 0.36 -1.549
C 1.63 1.22 0.00 -0.742
C -1.32 0.29 -0.36 -0.623
H 1.03 1.81 -0.70 0.344
```

***

Relative energy (zero: lowest compared OMol25 entry of this formula, charge and spin) for the records above, in order: 437.6, 335.0, 128.3 kJ/mol